# 1
DFT (ωB97M-V with the def2-TZVPD basis set) results for one molecule with the formula C3H4N4O2 in a non-equilibrium geometry.

Geometry as XYZ:
```
13
Properties=species:S:1:pos:R:3:forces:R:3
C 0.093 -0.229 0.806 -1.311 -1.722 2.144
C 1.590 -0.146 0.664 0.638 -2.682 0.543
C -0.404 -0.198 -0.497 -0.169 1.681 -2.393
H -3.040 1.248 -1.073 1.818 0.391 1.184
H 2.026 -1.235 0.859 -0.546 2.365 0.097
H 2.011 0.649 1.288 0.242 -0.452 -0.123
H 2.466 -0.287 -1.398 -1.034 0.570 1.807
N -1.831 -0.052 -0.483 0.411 -0.724 0.977
N -0.884 -0.638 1.615 3.141 2.009 -0.560
N 1.719 0.152 -0.783 -0.470 -1.144 -2.152
N 0.475 -0.188 -1.445 -0.298 1.100 1.251
O -2.175 1.313 -0.543 -1.464 -0.718 -1.550
O -2.047 -0.389 0.991 -0.957 -0.674 -1.225
```
Positions in Å, forces in eV/Å.

Net charge ... 0
Strongest force on any atom ... 3.77 eV Å⁻¹
Total energy ... -485.9782 Ha

=====

# 2
DFT (ωB97M-V with the def2-TZVPD basis set) results for an isolated ion of composition C3H4N4OS2 and charge +2 in a non-equilibrium geometry.

Geometry as XYZ:
```
14
Properties=species:S:1:pos:R:3:forces:R:3
C 0.109 -4.051 2.275 1.586 -1.032 -1.388
C 1.297 -2.589 -0.287 -0.443 1.022 0.447
C -0.302 0.457 -0.835 0.497 0.879 -0.003
N 0.938 -4.350 1.492 -0.856 0.919 1.458
N 0.710 -1.574 -0.234 0.938 -0.989 -1.276
N 0.565 1.016 -1.696 -0.241 -1.642 0.422
N -0.235 -0.790 -0.395 -1.593 0.688 -0.017
O -1.350 1.110 -0.407 0.461 -0.545 0.655
S 1.955 -4.018 0.259 1.016 -0.509 -0.832
S -1.155 -4.093 3.245 -0.918 2.056 2.246
H -0.753 -2.912 4.061 -0.470 -1.965 -1.198
H 0.883 0.385 -2.418 0.614 0.225 0.004
H 0.633 1.998 -1.875 -0.314 0.459 -0.153
H -1.271 2.061 -0.531 -0.277 0.434 -0.365
```
Positions in Å, forces in eV/Å.

Net charge ... +2
Strongest force on any atom ... 3.18 eV Å⁻¹
Total energy ... -1206.5469 Ha